2 unconnected molecules or ions with the total composition C6H12NO2S. Source: OMol25; level of theory: wB97M-V/def2-TZVPD.

Each line ends with the Mulliken charge.
Positions of all 22 atoms, in Å:
C  1.571  -0.007  -0.213  0.719
C  -1.988  -0.060  0.780  -0.583
C  -1.373  -1.412  1.160  -0.663
C  -0.482  -0.461  -1.041  -0.370
C  -1.756  1.653  -0.969  -0.887
C  3.825  -0.523  0.038  -0.642
N  -1.030  0.526  -0.249  -0.051
O  1.367  0.923  0.554  -0.596
O  2.495  -0.766  -0.574  -0.228
S  -0.884  -2.069  -0.524  -0.068
H  -3.000  -0.182  0.432  0.370
H  -1.928  0.701  1.566  0.397
H  -0.397  -1.422  1.588  0.289
H  -2.007  -2.033  1.700  0.486
H  -0.420  -0.237  -2.140  0.401
H  -2.540  1.195  -1.623  0.388
H  -2.280  2.242  -0.077  0.341
H  -1.176  2.359  -1.589  0.340
H  3.864  -1.256  1.038  0.266
H  3.810  0.522  0.417  0.331
H  4.585  -0.792  -0.583  0.269
H  -0.257  1.101  0.308  0.490

Summary:
Multiplicity = 1
Charge = +1
HOMO = -12.01 eV
ΔE to the lowest compared entry with this formula, charge and spin = 69.1 kcal/mol
Calculated total energy = -22826.9672 eV